Record 1
A structure of composition C44H55BF2N4O3P5SSeTeTl, computed with ωB97M-V/def2-TZVPD.

XYZ file:
```
118
Properties=species:S:1:pos:R:3:forces:R:3
Tl 1.814215 -0.263020 0.121050 0.0183 0.5811 0.4026
C 1.776062 -5.457543 -1.434497 0.1113 0.1575 -0.0047
P 1.282591 -3.759566 -0.879859 0.1430 -1.3947 -0.0083
C 2.514400 -3.498319 0.428740 -0.0493 0.4310 -0.1657
C 1.411753 -2.932980 -2.521114 -0.1783 0.4809 0.0278
C 0.304029 -3.281855 -3.305265 0.0819 0.0204 -0.0410
C 0.153361 -2.821085 -4.600469 -0.0072 -0.0271 -0.0074
C 1.118925 -1.987865 -5.137261 -0.0088 0.0560 -0.0416
C 2.217589 -1.636388 -4.373994 0.0707 -0.0193 0.0568
C 2.407836 -2.096135 -3.066109 -0.0775 0.0259 0.0066
P 3.890519 -1.496702 -2.134019 0.3724 -0.6501 -0.2056
C 4.847957 -3.111005 -2.181049 -0.1165 0.0685 0.1034
C 4.917383 -0.740594 -3.474339 -0.0975 0.0021 0.1462
H 1.055844 -5.844131 -2.154071 -0.0096 0.1039 -0.0189
H 1.766520 -6.101037 -0.555306 0.0003 -0.0012 0.0109
H 2.775679 -5.450534 -1.881635 -0.0525 0.0134 0.0262
H 2.981019 -4.452103 0.667048 -0.0093 -0.1213 -0.0570
H 1.967267 -3.129469 1.293267 0.0450 0.0974 0.0847
H 3.269319 -2.762168 0.163571 0.0705 -0.0474 0.1172
H -0.462086 -3.913617 -2.871636 -0.0269 0.0379 0.0335
H -0.722264 -3.096160 -5.176755 0.0024 -0.0299 0.0144
H 1.011255 -1.594421 -6.141850 0.0094 0.0095 0.0334
H 2.950212 -0.967874 -4.802701 -0.0688 0.0167 -0.0077
H 4.854124 -3.558533 -3.178975 -0.0172 0.0496 0.0009
H 4.450331 -3.838269 -1.473352 0.0119 0.0320 0.0208
H 5.876294 -2.891403 -1.884938 -0.0226 -0.0145 0.0335
H 5.087477 -1.438944 -4.297447 0.0144 0.0429 -0.0222
H 5.874275 -0.504595 -3.004528 0.0108 -0.0037 -0.0224
H 4.493918 0.188016 -3.845749 -0.0417 0.0879 0.0351
C -6.356218 2.624878 -0.980150 0.0965 -0.0585 0.2318
S -6.282083 2.525951 0.827272 -0.0327 0.0836 -0.0744
C -4.726500 3.410245 1.172711 -0.1333 -0.2054 -0.0340
C -3.491218 2.526483 1.294237 0.0817 0.0076 -0.1079
C -3.060582 1.967754 -0.059954 0.0460 -0.0650 0.3187
N -1.806604 1.208339 -0.047720 0.1675 -0.1680 -0.2512
P -1.708605 -0.460496 0.452563 -0.1496 0.3413 0.2059
C -3.433496 -1.055833 0.136066 0.0948 -0.0219 0.0302
C -4.524337 -0.922080 0.992665 -0.0346 -0.0423 -0.0477
C -5.782692 -1.372481 0.614763 0.0234 0.0020 -0.0171
C -5.965482 -1.982619 -0.618793 0.0016 -0.0206 0.0478
C -4.883861 -2.142032 -1.474405 0.0036 0.0438 -0.0338
C -3.631159 -1.681147 -1.096611 0.0944 0.0159 0.0041
C -1.685898 -0.315435 2.285685 -0.0560 -0.0574 -0.0135
C -2.098753 -1.379299 3.090281 0.0716 0.0573 -0.0518
C -1.930272 -1.328311 4.466047 -0.0116 -0.0426 -0.0139
C -1.339146 -0.220278 5.057594 -0.0219 0.0144 0.0234
C -0.895231 0.826118 4.263896 0.0928 -0.0277 -0.0313
C -1.056197 0.771582 2.887705 0.0582 -0.1132 -0.0496
P -0.568477 1.534474 -1.234988 -0.6835 0.2088 0.2395
C -1.618273 1.527294 -2.771768 0.1140 -0.0774 0.0124
C -1.679876 0.292151 -3.416775 0.0976 0.0559 -0.0078
C -2.531420 0.087695 -4.493547 -0.0342 -0.0395 -0.0373
C -3.344155 1.120226 -4.938673 -0.0087 0.0331 0.0551
C -3.277644 2.362632 -4.319739 0.0344 0.0353 0.0215
C -2.413374 2.569010 -3.252144 0.0275 -0.0880 -0.0685
C -0.313721 3.336468 -1.033363 0.0397 0.0390 -0.1725
C 0.166962 4.059264 -2.128019 -0.0492 -0.0327 0.0296
C 0.509121 5.396620 -2.007805 0.0031 0.0448 -0.0073
C 0.362920 6.038247 -0.784246 -0.0194 -0.0112 -0.0134
C -0.100007 5.328685 0.314975 0.0149 0.0087 -0.0034
C -0.423845 3.985106 0.192839 -0.0019 -0.0896 0.0035
H -7.324850 2.223706 -1.274161 0.0138 0.0015 -0.0424
H -5.564011 2.034565 -1.437469 -0.0616 0.0332 -0.0865
H -6.283775 3.665264 -1.296212 -0.0086 -0.0245 -0.0633
H -4.907939 3.935166 2.110482 0.0411 0.0573 -0.0096
H -4.600675 4.154857 0.381950 0.0346 0.0693 0.0854
H -3.679626 1.712910 1.994542 -0.0042 0.0029 0.0693
H -2.683830 3.130948 1.713533 0.0092 -0.0462 0.0198
H -2.940709 2.803789 -0.746610 -0.0186 0.0903 -0.0655
H -3.870857 1.338225 -0.441026 0.0441 0.0115 -0.1001
H -4.395767 -0.472547 1.968266 0.0215 0.0645 0.0018
H -6.624710 -1.234279 1.282268 0.0103 -0.0158 0.0178
H -6.945927 -2.349037 -0.901801 0.0118 0.0290 -0.0212
H -5.013793 -2.630802 -2.432953 0.0126 0.0075 0.0110
H -2.776020 -1.817442 -1.750886 -0.0643 -0.0340 0.0225
H -2.520576 -2.264349 2.627576 -0.0368 -0.0127 0.0344
H -2.234004 -2.170632 5.077635 -0.0126 0.0204 -0.0258
H -1.191238 -0.192037 6.131116 0.0061 -0.0020 -0.0215
H -0.371125 1.666236 4.705097 -0.0312 -0.0051 -0.0049
H -0.632872 1.548696 2.265799 -0.0178 0.0972 0.0114
H -1.032522 -0.505616 -3.064882 -0.0085 -0.0661 -0.0423
H -2.556931 -0.875489 -4.991524 0.0138 0.0064 0.0504
H -4.023067 0.964028 -5.768815 0.0267 -0.0033 -0.0139
H -3.895131 3.180803 -4.673710 0.0119 -0.0199 -0.0083
H -2.341985 3.554113 -2.807736 -0.0308 -0.0050 0.0414
H 0.269558 3.569972 -3.089320 0.0676 0.0352 -0.0365
H 0.903135 5.922469 -2.869046 -0.0066 -0.0376 -0.0091
H 0.622874 7.085920 -0.686854 0.0249 -0.0181 0.0122
H -0.180370 5.813428 1.280957 -0.0078 -0.0187 -0.0060
H -0.728397 3.421745 1.063256 0.0192 0.0182 0.0157
C 4.302315 -3.497830 6.178534 -0.1411 -0.0060 -0.1395
C 4.409302 -3.442920 4.662694 0.0506 0.0917 0.1099
O 3.220020 -2.922520 4.080568 0.2160 0.0218 -0.0253
P 3.131598 -1.381663 3.569764 -0.3519 -0.2106 0.5809
O 1.737096 -1.163753 3.131353 -0.1010 0.1028 -0.2586
Te 4.851120 -0.765855 2.066935 0.2440 -0.1829 -0.0051
O 3.404063 -0.666621 5.024036 0.1200 0.1751 -0.2983
C 3.445433 0.766753 5.015987 -0.0765 -0.0182 0.1159
C 3.209224 1.253492 6.431563 -0.0281 -0.1528 -0.0577
H 5.225563 -3.903542 6.600224 -0.0067 0.0133 0.0303
H 3.467851 -4.138554 6.471974 0.0250 0.0114 0.0321
H 4.125079 -2.497894 6.571010 0.0451 -0.0033 0.0344
H 4.542548 -4.452021 4.265508 0.0348 0.0282 -0.0936
H 5.268141 -2.835170 4.361164 0.0034 -0.0550 -0.0632
H 2.676999 1.156647 4.342291 0.0042 -0.0175 -0.0114
H 4.418080 1.101027 4.647785 0.0037 -0.0437 -0.0719
H 2.247758 0.884245 6.795367 0.0218 0.0627 0.0133
H 3.207895 2.345323 6.456167 0.0028 -0.0212 0.0226
H 3.993404 0.882150 7.095978 -0.0246 0.0390 0.0062
Se -0.691942 -4.021850 -0.112954 -0.0369 0.2272 -0.0181
N 2.380568 4.691827 -5.045074 0.0323 -0.0659 0.1314
C 2.709471 3.846615 -4.309795 -0.4572 -0.2111 0.0187
N 3.181440 2.936240 -3.519072 0.7769 0.2830 0.0016
C 2.697821 1.962290 -2.837701 -0.2369 -0.3163 -0.1288
N 2.422162 1.003603 -2.223070 -0.0140 0.5105 -0.4123
F 1.770982 2.799111 2.063825 -0.0496 -0.2072 -0.1245
B 2.466878 2.054600 1.135252 0.0317 -0.0226 0.2308
F 3.708592 2.590749 1.022858 -0.2526 -0.1041 -0.1945
```
Positions in Å, forces in eV/Å.

Orbital gap = 0.1813 Eh
Energy relative to the best compared isomer or geometry (same formula, charge and spin) = 0.521 eV
Molar mass = 1334.6 Da
Charge = -2

=====

Record 2
A structure of composition C17H31EuN4O6P, computed with ωB97M-V/def2-TZVPD.

XYZ file:
```
60
Properties=species:S:1:pos:R:3:forces:R:3
O -0.476447 3.225475 -0.530100 -0.7107 -0.4534 -0.3496
H -0.565766 4.031643 -1.085903 0.1968 -1.0415 0.6508
Eu -0.744869 1.039842 0.021892 2.6794 1.2980 1.6912
N 0.739070 1.830707 1.866276 0.1079 0.0829 -1.7065
N 1.972369 0.897063 -0.024027 -0.3484 0.6783 -1.7700
N -2.157678 -0.964097 0.399652 -1.4739 -1.8906 -0.2642
N -0.155700 -1.813770 -1.056630 -0.9842 -2.2447 0.0366
O -0.333079 2.208370 2.431544 -0.2483 0.6196 0.3183
O -3.318969 -0.563654 1.145928 0.9042 -0.1001 -0.2816
O 0.939786 -2.366013 -1.738049 -0.7014 1.5226 0.5719
O 2.456030 0.344692 -1.072845 0.1424 0.3633 0.7037
C 2.428173 2.160757 0.303313 -1.1129 -0.5769 0.8540
C 1.649768 2.739615 1.372368 -0.5843 -1.3100 -0.1381
C -2.237824 -2.224056 -0.021426 0.1103 2.4467 1.2845
C -1.119029 -2.707532 -0.844396 2.0439 1.5927 -0.7428
C 1.574503 4.175018 1.723236 0.3910 0.2172 0.1300
H 0.659407 4.593007 1.278189 0.1914 -0.1313 0.2651
H 2.437886 4.705627 1.316026 -0.2142 0.0373 0.1487
H 1.564060 4.311726 2.813878 -0.1763 -0.0284 -0.3326
C 3.426421 2.905113 -0.507272 0.1981 0.0464 -0.0178
H 3.095442 2.954019 -1.559151 0.2062 -0.1478 0.3672
H 4.404328 2.397538 -0.464414 -0.3436 0.1677 -0.1641
H 3.539451 3.929527 -0.128213 0.0549 -0.4259 -0.1842
C -3.333606 -3.145434 0.403302 -0.4808 0.0478 -0.0919
C -1.140120 -4.113306 -1.364076 0.3314 -0.1124 0.0496
H -4.153715 -2.551509 0.826893 0.2831 -0.4572 -0.0904
H -2.979602 -3.882196 1.147655 0.0340 0.4495 -0.2119
H -3.709190 -3.738982 -0.442203 0.1555 0.2585 0.1430
H -0.138536 -4.383054 -1.715382 -0.3408 -0.0037 0.0702
H -1.858683 -4.212244 -2.192757 0.2213 0.1343 0.1801
H -1.448371 -4.824161 -0.584545 0.1426 0.2657 -0.1744
H -3.008807 0.131789 1.756193 -0.1468 -0.2530 -0.1481
H 1.603941 -1.629422 -1.694966 -0.4878 -0.4895 0.0421
C -1.082129 1.201429 -2.636179 -0.7684 0.6056 -2.3459
H -1.364482 2.253539 -2.497176 0.2945 -0.4199 0.3967
H -1.960150 0.588130 -2.929094 0.7971 -0.1369 0.5346
H -0.179552 1.100880 -3.276529 -0.4634 -0.3159 0.8935
O -2.852047 2.606881 0.689536 1.1163 -0.3765 -0.9230
H -2.089704 3.229009 0.466834 -0.7864 -0.3366 0.1622
H -3.320164 2.499645 -0.159777 -0.1225 0.3743 0.5131
C 0.931995 -2.222656 4.277088 -0.3778 0.0431 0.1391
P 1.037372 -1.530277 2.559842 -0.0094 0.3668 0.6610
C 2.596377 -0.593425 2.794675 0.1217 0.0225 -0.1681
C 1.601651 -3.002438 1.681110 0.0640 -0.3965 -0.6198
C 2.696059 -2.990294 0.809139 0.0207 -0.2644 0.1082
C 3.064267 -4.139618 0.113270 0.0332 -0.4130 -0.0136
C 2.321581 -5.315864 0.254778 -0.1455 0.1424 0.0855
C 1.172865 -5.312527 1.061736 0.2614 -0.1463 -0.0846
C 0.823081 -4.167094 1.769150 0.1202 -0.0310 -0.1569
H 0.677627 -1.400561 4.957574 0.0523 -0.1456 -0.1044
H 1.863357 -2.694278 4.627096 -0.2249 0.1824 -0.3210
H 0.122044 -2.956786 4.343656 0.1344 0.1263 0.0268
H 3.319677 -1.219661 3.333569 -0.0852 0.2511 -0.1270
H 2.992852 -0.328406 1.810283 0.0562 0.0541 0.3036
H 2.397732 0.337529 3.346618 0.0544 -0.3937 -0.1328
H 3.295245 -2.095089 0.674127 -0.0953 -0.0683 0.0823
H 3.954417 -4.127495 -0.528452 -0.4274 -0.0005 0.2836
H 2.633716 -6.235982 -0.247728 -0.1476 0.3858 0.1141
H 0.565377 -6.219934 1.159093 0.2890 0.3514 -0.0310
H -0.061600 -4.180778 2.408408 0.1982 -0.0228 -0.1153
```
Positions in Å, forces in eV/Å.

Orbital gap (spin up / spin down) = 0.2478 / 0.1871 Eh
Energy relative to the best compared isomer or geometry (same formula, charge and spin) = 1.001 eV
Molar mass = 570.4 Da
Spin multiplicity = 7
Charge = +1

=====

Record 3
The ion C5H11NO2 with charge -2, computed with ωB97M-V/def2-TZVPD.

XYZ file:
```
19
Properties=species:S:1:pos:R:3:forces:R:3
C 0.958216 -0.924452 1.327065 -0.7989 -1.0173 -0.5730
N -0.133771 -1.397402 0.418536 0.8873 0.4733 1.1328
C -0.479807 -0.405192 -0.593084 0.0595 -0.9002 -2.0622
C -0.591360 1.119986 -0.305420 0.2863 -1.2205 0.5458
C -0.914636 1.578782 1.162103 -1.4785 1.4776 0.1129
O 0.017643 2.120599 1.955812 0.7202 -0.5970 0.0871
C 0.499547 -0.681767 -1.860140 1.5838 1.1432 0.0975
O 1.200034 -1.834834 -1.898578 -0.7478 -0.7335 0.1758
H 0.503556 -0.279677 2.070640 0.5215 0.2152 0.2361
H 1.394585 -1.853593 1.739817 -0.1485 0.3914 0.3250
H 1.771209 -0.439381 0.782906 -0.0207 0.3660 0.0340
H 0.363947 -2.120074 -0.119100 -0.3806 0.1654 -0.4905
H -1.415217 -0.747262 -1.045586 -0.5394 -0.0177 0.4461
H 0.348754 1.491342 -0.715722 0.0804 0.7548 0.4639
H -1.405598 1.527831 -0.913237 0.0963 -0.1928 -0.2349
H -1.725961 2.394256 1.023721 0.0154 -0.3998 -0.3389
H -1.568845 0.761699 1.610902 0.5948 -0.0753 -0.0845
H 1.266120 0.155432 -1.849668 -0.4205 0.2272 0.0714
H -0.088417 -0.466294 -2.790967 -0.3104 -0.0597 0.0556
```
Positions in Å, forces in eV/Å.

Orbital gap = 0.2313 Eh
Energy relative to the best compared isomer or geometry (same formula, charge and spin) = 1.562 eV
Molar mass = 117.1 Da
Charge = -2
SMILES = CN[C@H](C[O-])CC[O-]

=====

Record 4
A cluster of 2 separate species, C6H11N2O in total, computed with ωB97M-V/def2-TZVPD.

XYZ file:
```
20
Properties=species:S:1:pos:R:3:forces:R:3
C -0.337388 1.675096 -0.028099 0.6882 -1.3148 0.0613
C -0.710475 0.431222 0.257170 -0.1381 3.6198 -0.1423
C 0.811115 1.602963 -1.110421 -2.6452 1.3902 0.7709
C 1.045117 0.129671 -1.265167 0.4682 0.7979 0.7325
C -1.416165 -2.241772 0.517757 0.8665 1.4517 -1.0693
C 0.006814 -1.774480 0.082915 -1.5806 0.2263 3.2920
N 0.740629 2.414734 3.094934 0.8952 -1.3348 -0.2273
N -0.118996 -0.512603 -0.589013 1.1839 -0.1937 0.6594
O 0.133667 3.348380 3.267715 -0.8726 1.3376 0.2515
H -0.486440 2.568911 0.547837 -0.5122 0.1815 -0.1065
H 0.541012 2.131022 -2.029921 -0.1106 -0.1767 0.1219
H 1.531109 2.197297 -0.607187 1.5001 0.0651 -0.0144
H 1.059806 -0.168082 -2.294210 0.4113 -0.5156 -0.3112
H 1.888349 -0.094954 -0.663752 1.0992 -0.7966 0.0232
H -1.923478 -1.466049 1.168753 0.5638 -0.8944 -0.8055
H -1.900090 -2.328585 -0.473484 -0.6860 -0.4743 0.8986
H -1.308466 -3.160023 1.065055 -0.3138 -0.4841 -0.0338
H 0.499944 -2.377543 -0.554025 1.3794 -2.6179 -2.1000
H 0.608941 -1.644554 0.947707 0.7612 0.3072 0.7623
H -0.665006 -0.730651 -1.334564 -2.9579 -0.5744 -2.7632
```
Positions in Å, forces in eV/Å.

Orbital gap (spin up / spin down) = 0.4332 / 0.1957 Eh
Energy relative to the best compared isomer or geometry (same formula, charge and spin) = 7.385 eV
Molar mass = 127.2 Da
Charge = +1

=====

Energy? In order: -199355.4195 -64979.6719 -10943.6810 -11414.7814 eV.
Max |F|? In order: 0.027 0.067 0.044 0.080 hartree/bohr.